1.
86
Properties=species:S:1:pos:R:3 method="wB97M-V/def2-TZVPD" energy_ev=-735575.4418 de_lowest_ev=0.2310
O 2.873 -0.529 -4.869
S 2.532 0.870 -4.777
O 2.492 1.722 -5.929
O 1.076 0.984 -4.013
C -0.060 0.239 -4.538
C -0.549 0.784 -5.863
C 3.347 1.670 -3.383
H -0.804 0.104 -3.756
H 0.363 -0.761 -4.677
H 0.212 0.665 -6.631
H -0.819 1.836 -5.767
H -1.434 0.235 -6.189
H 3.153 1.037 -2.516
H 2.879 2.628 -3.178
H 4.432 1.693 -3.457
O 4.002 -0.416 4.069
S 3.069 0.611 3.705
O 2.230 0.374 2.552
O 2.109 0.934 4.976
C 2.598 0.719 6.296
C 1.757 1.555 7.254
C 3.864 2.251 3.628
H 3.651 0.973 6.434
H 2.474 -0.338 6.537
H 1.886 2.629 7.109
H 2.091 1.348 8.271
H 0.690 1.363 7.149
H 4.377 2.370 4.578
H 3.066 2.989 3.572
H 4.473 2.305 2.729
O -2.560 2.133 1.363
S -1.781 2.644 2.462
O -1.937 3.985 2.937
O -2.048 1.577 3.698
C -1.909 2.098 5.005
C -1.984 0.945 5.997
C -0.029 2.371 2.100
H -2.694 2.828 5.221
H -0.992 2.670 5.188
H -2.054 1.274 7.034
H -1.107 0.297 5.923
H -2.836 0.286 5.825
H 0.245 3.296 1.593
H 0.023 1.469 1.506
H 0.395 2.397 3.102
O -5.939 -1.957 -0.129
S -5.805 -1.587 -1.523
O -6.422 -0.391 -2.079
O -4.231 -1.595 -1.948
C -3.350 -0.769 -1.161
C -2.407 -1.648 -0.348
C -6.312 -2.887 -2.634
H -3.893 -0.087 -0.510
H -2.758 -0.294 -1.941
H -2.849 -2.579 0.007
H -1.955 -1.076 0.461
H -1.545 -1.953 -0.943
H -7.393 -2.972 -2.513
H -5.958 -3.822 -2.205
H -6.066 -2.519 -3.622
C 7.153 -0.160 0.423
Br 7.636 1.197 1.778
Br 5.246 -0.476 0.530
Br 8.133 -1.787 0.754
H 7.415 0.176 -0.571
C 1.679 -1.180 -0.284
Br 0.272 0.092 -0.849
Br 2.670 -1.719 -1.884
Br 1.005 -2.609 0.842
H 2.307 -0.601 0.381
C -1.538 3.344 -1.437
Br -2.109 4.934 -0.561
Br 0.045 3.593 -2.548
Br -3.048 2.687 -2.461
H -1.316 2.560 -0.725
C -0.221 -3.909 -2.791
C -0.252 -5.213 -3.636
O -1.480 -5.160 -4.343
S -2.015 -3.656 -4.531
O -3.247 -3.568 -3.817
O -1.877 -3.271 -5.897
O -0.830 -2.979 -3.676
H 0.854 -3.773 -2.677
H -0.711 -4.024 -1.828
H -0.260 -6.150 -3.077
H 0.609 -5.324 -4.298

=====

2.
85
Properties=species:S:1:pos:R:3 method="wB97M-V/def2-TZVPD" energy_ev=-333221.6238 charge=-2 de_lowest_ev=4.5480
Hf 0.109 0.118 0.617
Se 2.470 -1.164 0.184
Se 3.793 -2.882 -0.447
Te 2.239 -3.646 3.140
Se 1.049 -1.822 1.908
S 0.241 -6.587 -2.611
C 0.446 -7.697 -1.314
C 0.626 -7.056 -0.131
C 0.597 -5.643 -0.258
C 0.398 -5.226 -1.540
C 0.383 -3.857 -2.036
C -0.016 -2.813 -1.185
N 0.066 -1.526 -1.470
C 0.464 -1.194 -2.725
C 0.825 -2.173 -3.676
C 1.253 -1.769 -4.981
C 1.332 -0.468 -5.326
C 0.973 0.552 -4.392
C 1.046 1.911 -4.703
C 0.691 2.867 -3.768
C 0.232 2.383 -2.526
N 0.152 1.119 -2.213
C 0.528 0.186 -3.101
C 0.774 4.297 -4.029
C 0.557 5.347 -3.180
C 0.732 6.615 -3.786
C 1.083 6.532 -5.095
S 1.203 4.898 -5.608
C 0.780 -3.515 -3.310
H 0.420 -8.757 -1.514
H 0.799 -7.552 0.813
H 0.778 -4.975 0.576
H -0.412 -3.071 -0.215
H 1.525 -2.545 -5.687
H 1.664 -0.166 -6.313
H 1.381 2.216 -5.688
H -0.079 3.082 -1.756
H 0.283 5.216 -2.142
H 0.605 7.551 -3.260
H 1.283 7.326 -5.795
H 1.087 -4.281 -4.014
S -6.616 1.809 2.057
C -5.120 1.100 2.070
S -4.721 -0.330 1.189
C -3.031 -0.451 1.662
C -2.583 0.515 2.503
S -0.965 0.601 3.107
S -3.772 1.740 2.936
S -2.033 -1.720 1.059
C 6.312 5.810 1.018
C 5.293 4.700 1.043
C 4.220 4.711 1.917
C 3.260 3.703 1.901
C 2.098 3.771 2.858
C 3.376 2.665 0.972
C 4.458 2.627 0.075
C 4.652 1.533 -0.936
C 5.402 3.644 0.146
C 2.239 1.695 0.885
O 1.767 1.121 1.894
O 1.666 1.517 -0.235
H 6.173 6.497 1.853
H 6.226 6.378 0.088
H 7.323 5.402 1.064
H 4.114 5.523 2.630
H 2.192 4.642 3.508
H 2.049 2.871 3.470
H 1.147 3.845 2.326
H 4.811 0.570 -0.451
H 5.514 1.743 -1.570
H 3.778 1.425 -1.576
H 6.245 3.619 -0.539
O -1.934 2.647 0.005
B -1.581 1.285 -0.171
O -2.482 0.743 -1.127
C -3.322 1.738 -1.506
C -4.340 1.720 -2.435
C -5.045 2.907 -2.630
C -4.728 4.060 -1.924
C -3.685 4.078 -1.000
C -2.996 2.901 -0.811
H -4.573 0.819 -2.987
H -5.859 2.928 -3.344
H -5.308 4.961 -2.081
H -3.417 4.975 -0.456

=====

3.
87
Properties=species:S:1:pos:R:3 method="wB97M-V/def2-TZVPD" energy_ev=-76094.1017 charge=+1 de_lowest_ev=0.0000 spin_multiplicity=4
Tc 0.253 0.243 -0.802
C -1.869 2.418 -2.667
C -0.575 2.297 -3.487
C -0.192 0.882 -3.894
N -0.050 -0.114 -2.814
C -0.147 -1.405 -3.177
C -0.174 -1.806 -4.529
C -0.456 -3.029 -5.108
C -0.807 -4.235 -4.521
C -0.799 -4.507 -3.169
C -0.407 -3.697 -2.115
C -0.049 -2.349 -2.076
N 0.349 -1.765 -0.925
C 1.086 -2.536 0.079
C 2.462 -1.892 0.379
C 3.007 -0.973 -0.715
N 2.251 0.287 -0.791
C 2.835 1.501 -0.795
C 4.210 1.667 -1.023
C 5.014 2.794 -0.964
C 4.710 4.094 -0.600
C 3.454 4.576 -0.270
C 2.227 3.937 -0.307
C 1.886 2.614 -0.635
N 0.617 2.226 -0.735
C -0.529 3.118 -0.592
C -1.754 2.393 -1.142
H -2.561 1.617 -2.946
H -2.360 3.358 -2.930
H 0.262 2.787 -2.994
H -0.716 2.833 -4.428
H 0.739 0.934 -4.469
H -0.972 0.528 -4.571
H 0.062 -1.029 -5.241
H -0.424 -3.030 -6.192
H -1.089 -5.042 -5.186
H -1.116 -5.504 -2.884
H -0.472 -4.161 -1.138
H 1.257 -3.542 -0.294
H 0.513 -2.617 1.004
H 3.191 -2.689 0.535
H 2.421 -1.329 1.312
H 2.978 -1.473 -1.686
H 4.046 -0.772 -0.473
H 4.729 0.768 -1.322
H 6.053 2.616 -1.221
H 5.530 4.800 -0.573
H 3.414 5.618 0.031
H 1.381 4.559 -0.040
H -0.387 4.063 -1.122
H -0.692 3.341 0.468
H -2.645 2.867 -0.733
H -2.663 0.558 -0.618
N 0.273 0.246 1.308
S -1.000 0.057 2.276
C -0.738 -1.400 3.276
C 0.356 -1.479 4.132
C 0.588 -2.663 4.810
C -0.272 -3.746 4.636
C -1.363 -3.651 3.787
C -1.604 -2.470 3.093
C -0.868 1.333 3.519
C -1.679 1.250 4.645
C -1.611 2.255 5.593
C -0.749 3.332 5.412
C 0.049 3.404 4.280
C -0.010 2.401 3.318
H 1.144 0.357 1.817
H 1.009 -0.625 4.283
H 1.432 -2.739 5.484
H -0.085 -4.668 5.172
H -2.031 -4.494 3.660
H -2.439 -2.386 2.411
H -2.347 0.406 4.785
H -2.233 2.197 6.477
H -0.703 4.116 6.156
H 0.720 4.242 4.138
H 0.612 2.449 2.431
O -1.697 1.040 -0.635
O -3.772 -0.154 -0.539
F -2.865 -1.626 -1.971
C -3.443 -1.360 -0.718
F -2.404 -1.798 0.167
C -4.566 -2.418 -0.561
F -5.266 -2.182 0.552
F -5.395 -2.361 -1.605
F -4.074 -3.665 -0.487